# 1
Here is 7 unconnected molecules or ions with the total composition C35H67IN2O14PS6 in a non-equilibrium geometry from OMol25. Energies are from wB97M-V/def2-TZVPD.

Last column: Löwdin charge in e.
Geometry (Å):
C (5.33, 0.55, -1.88)  -0.1123
C (4.60, -0.88, -1.49)  -0.3643
C (5.83, -1.83, -0.86)  -0.1288
C (3.50, -0.73, -0.28)  -0.1721
C (1.95, -0.56, -0.77)  -0.1350
N (1.46, 0.85, -0.94)  -0.0314
C (1.51, 2.09, -0.07)  -0.3251
P (2.31, 2.21, 1.66)  0.5451
O (2.17, 0.59, 2.34)  -0.4272
I (4.69, 2.89, 1.44)  0.5656
C (0.72, 3.32, -0.85)  0.0254
N (0.20, 2.80, -2.18)  0.0832
C (0.68, 1.34, -2.15)  -0.0699
C (0.19, 0.53, -3.49)  -0.0421
C (-1.46, 0.04, -3.03)  -0.1668
C (-1.53, -1.46, -2.16)  -0.0020
O (-1.99, -1.26, -3.73)  -0.1859
H (6.48, 0.53, -1.56)  0.0973
H (4.74, 1.43, -1.37)  0.0244
H (5.29, 0.68, -3.05)  0.0847
H (4.15, -1.39, -2.45)  0.1309
H (6.28, -1.36, 0.14)  0.0992
H (6.74, -1.87, -1.62)  0.0956
H (5.45, -2.93, -0.64)  0.0866
H (3.90, 0.10, 0.44)  0.0521
H (3.55, -1.75, 0.34)  0.1375
H (1.22, -1.10, -0.01)  0.1409
H (1.86, -1.10, -1.82)  0.1320
H (1.32, 0.19, 1.94)  0.0689
H (0.53, 4.41, -0.49)  0.1368
H (-0.36, 3.28, -2.93)  0.1784
H (0.05, 1.23, -4.43)  0.1244
H (0.75, -0.47, -3.69)  0.1200
H (-2.27, 0.94, -2.70)  0.1739
H (-2.39, -1.29, -1.39)  0.1233
H (-0.56, -2.10, -2.03)  0.1137
C (8.22, 7.39, 3.64)  -0.2356
C (7.92, 6.03, 4.28)  -0.2072
C (7.12, 5.21, 3.27)  -0.2745
S (7.61, 5.80, 1.65)  0.6348
O (6.46, 6.43, 1.03)  -0.3409
O (8.39, 4.78, 0.98)  -0.3416
C (8.71, 7.08, 2.23)  -0.2225
H (8.96, 7.95, 4.21)  0.1168
H (7.30, 7.99, 3.59)  0.1011
H (8.87, 5.52, 4.50)  0.1229
H (7.37, 6.14, 5.22)  0.1092
H (7.35, 4.15, 3.35)  0.0953
H (6.05, 5.38, 3.38)  0.0652
H (8.66, 7.94, 1.56)  0.1142
H (9.72, 6.67, 2.24)  0.1131
C (-3.91, -5.19, -4.45)  -0.2130
C (-5.24, -5.89, -4.21)  -0.2167
C (-5.55, -5.80, -2.72)  -0.2235
S (-4.73, -4.32, -2.13)  0.6629
O (-3.68, -4.71, -1.21)  -0.3396
O (-5.73, -3.33, -1.79)  -0.3439
C (-3.98, -3.88, -3.68)  -0.2427
H (-3.72, -5.02, -5.52)  0.1202
H (-3.09, -5.81, -4.06)  0.1237
H (-6.03, -5.37, -4.78)  0.1190
H (-5.22, -6.93, -4.55)  0.0910
H (-6.62, -5.72, -2.53)  0.0630
H (-5.13, -6.65, -2.18)  0.1159
H (-3.00, -3.42, -3.51)  0.0749
H (-4.64, -3.16, -4.18)  0.1140
C (4.72, 1.47, 7.37)  -0.2190
C (4.00, 0.96, 6.13)  -0.2137
C (3.23, 2.13, 5.53)  -0.2281
S (4.11, 3.61, 6.00)  0.6664
O (3.27, 4.38, 6.89)  -0.3121
O (4.74, 4.18, 4.82)  -0.3779
C (5.36, 2.79, 6.97)  -0.2298
H (5.46, 0.76, 7.74)  0.1219
H (3.98, 1.64, 8.17)  0.1250
H (4.74, 0.60, 5.40)  0.1207
H (3.33, 0.12, 6.36)  0.1202
H (3.18, 2.06, 4.44)  0.0420
H (2.21, 2.19, 5.94)  0.1138
H (5.64, 3.41, 7.82)  0.1141
H (6.23, 2.62, 6.32)  0.1110
C (4.56, 10.89, 5.50)  -0.2251
C (4.36, 9.55, 6.21)  -0.2155
C (5.71, 8.85, 6.27)  -0.2244
S (6.94, 10.14, 6.28)  0.6773
O (7.71, 10.05, 5.05)  -0.3256
O (7.57, 10.20, 7.58)  -0.3221
C (5.80, 11.50, 6.13)  -0.2334
H (3.69, 11.54, 5.60)  0.1188
H (4.73, 10.71, 4.43)  0.1216
H (3.99, 9.73, 7.23)  0.1216
H (3.61, 8.93, 5.70)  0.1182
H (5.81, 8.25, 7.18)  0.1097
H (5.88, 8.22, 5.39)  0.0871
H (6.24, 12.30, 5.52)  0.1117
H (5.59, 11.87, 7.14)  0.1124
C (-10.99, -5.35, -0.28)  -0.2236
C (-11.24, -6.86, -0.26)  -0.2187
C (-10.80, -7.42, -1.61)  -0.2251
S (-9.51, -6.33, -2.20)  0.6730
O (-9.99, -5.66, -3.40)  -0.3218
O (-8.24, -7.02, -2.16)  -0.3358
C (-9.58, -5.18, -0.84)  -0.2318
H (-11.08, -4.91, 0.72)  0.1198
H (-11.72, -4.86, -0.94)  0.1229
H (-10.65, -7.32, 0.54)  0.1208
H (-12.29, -7.09, -0.06)  0.1187
H (-10.40, -8.43, -1.51)  0.1071
H (-11.61, -7.41, -2.34)  0.1089
H (-9.39, -4.17, -1.20)  0.1139
H (-8.83, -5.48, -0.11)  0.1148
C (-8.61, -7.25, -8.54)  -0.2231
C (-8.82, -8.59, -7.82)  -0.2183
C (-7.46, -9.29, -7.76)  -0.2245
S (-6.23, -8.00, -7.76)  0.6800
O (-5.46, -8.09, -8.99)  -0.3172
O (-5.60, -7.94, -6.46)  -0.3361
C (-7.37, -6.64, -7.91)  -0.2346
H (-9.48, -6.60, -8.44)  0.1196
H (-8.44, -7.43, -9.61)  0.1227
H (-9.18, -8.41, -6.81)  0.1193
H (-9.56, -9.21, -8.34)  0.1181
H (-7.36, -9.89, -6.86)  0.1069
H (-7.29, -9.92, -8.64)  0.1088
H (-6.93, -5.84, -8.51)  0.1111
H (-7.58, -6.27, -6.90)  0.1048

Its LUMO energy is -3.891 eV. The HOMO energy comes out at -11.40 eV. Its multiplicity is 1. The total charge is +1. The total energy is -151409.1796 eV.

# 2
Here is a molecular structure, C35H67NP2PtSbSi3 from OMol25. Energies are from wB97M-V/def2-TZVPD.

Last column: Löwdin charge in e.
Geometry (Å):
Pt (-0.04, 0.28, 0.38)  0.5174
C (-4.16, 1.15, -0.53)  -0.1241
C (-3.44, 2.09, 0.42)  -0.5275
C (-4.43, 2.84, 1.32)  -0.0919
P (-2.05, 1.21, 1.25)  0.9577
C (-1.62, 2.40, 2.61)  -0.5188
C (-0.84, 1.80, 3.77)  -0.0912
C (-0.94, 3.64, 2.02)  -0.0978
C (-2.65, -0.27, 2.11)  -0.2945
C (-3.97, -0.61, 2.38)  -0.0399
C (-4.31, -1.84, 2.92)  -0.2713
C (-5.74, -2.21, 3.19)  -0.0474
C (-3.27, -2.74, 3.18)  -0.0260
C (-1.95, -2.42, 2.94)  -0.0262
C (-1.61, -1.16, 2.43)  -0.3308
N (-0.30, -0.75, 2.16)  -0.1551
C (0.79, -1.14, 2.92)  -0.3032
C (0.69, -1.71, 4.20)  -0.0205
C (1.82, -2.12, 4.89)  -0.0233
C (3.10, -1.97, 4.36)  -0.2735
C (4.32, -2.42, 5.12)  -0.0471
C (3.21, -1.33, 3.14)  -0.0601
C (2.10, -0.89, 2.43)  -0.2908
P (2.16, 0.18, 0.98)  0.9108
C (3.53, -0.28, -0.15)  -0.5366
C (4.97, 0.07, 0.21)  -0.0821
C (3.38, -1.76, -0.46)  -0.1212
C (2.53, 1.87, 1.65)  -0.5173
C (3.63, 1.96, 2.71)  -0.0787
C (2.71, 2.89, 0.53)  -0.1210
H (-4.73, 1.72, -1.27)  0.0912
H (-4.86, 0.49, -0.01)  0.0814
H (-3.45, 0.52, -1.06)  0.0179
H (-2.91, 2.84, -0.18)  0.0820
H (-4.84, 2.20, 2.10)  0.0727
H (-5.26, 3.20, 0.71)  0.0893
H (-3.98, 3.70, 1.80)  0.0713
H (-2.60, 2.69, 3.01)  0.0983
H (0.15, 1.47, 3.49)  0.0482
H (-1.37, 0.95, 4.21)  0.0804
H (-0.74, 2.56, 4.55)  0.0913
H (0.01, 3.38, 1.55)  0.0480
H (-0.74, 4.36, 2.81)  0.0903
H (-1.56, 4.13, 1.27)  0.0708
H (-4.76, 0.09, 2.15)  0.0925
H (-6.36, -1.32, 3.30)  0.0776
H (-5.83, -2.81, 4.09)  0.0810
H (-6.15, -2.79, 2.36)  0.0855
H (-3.51, -3.72, 3.56)  0.1202
H (-1.18, -3.16, 3.12)  0.1150
H (-0.27, -1.82, 4.67)  0.1075
H (1.70, -2.56, 5.87)  0.1199
H (4.08, -3.24, 5.80)  0.0790
H (4.73, -1.61, 5.72)  0.0850
H (5.10, -2.76, 4.44)  0.0789
H (4.20, -1.14, 2.74)  0.1021
H (3.26, 0.30, -1.04)  0.0572
H (5.33, -0.47, 1.08)  0.0722
H (5.12, 1.14, 0.38)  0.0590
H (5.62, -0.22, -0.63)  0.0872
H (3.61, -2.37, 0.42)  0.0867
H (4.04, -2.06, -1.27)  0.0860
H (2.35, -1.98, -0.76)  0.0243
H (1.59, 2.12, 2.15)  0.0598
H (4.62, 1.72, 2.32)  0.0663
H (3.42, 1.31, 3.56)  0.0734
H (3.67, 2.99, 3.09)  0.0890
H (3.62, 2.70, -0.05)  0.0650
H (2.80, 3.89, 0.94)  0.0913
H (1.86, 2.87, -0.15)  0.0517
C (-3.42, -0.49, -3.26)  -0.2227
Si (-2.00, 0.69, -3.67)  0.3336
C (-2.29, 2.48, -3.18)  -0.2224
C (-1.88, 0.61, -5.53)  -0.2094
Sb (0.11, -0.01, -2.31)  0.8251
Si (-0.12, -2.58, -2.68)  0.3426
C (1.45, -3.60, -2.58)  -0.2118
C (-1.30, -3.12, -1.33)  -0.2142
C (-0.78, -2.85, -4.41)  -0.2108
Si (2.03, 0.88, -3.81)  0.3262
C (3.48, -0.32, -3.88)  -0.1995
C (2.54, 2.55, -3.14)  -0.2123
C (1.44, 1.09, -5.58)  -0.2201
H (-4.37, 0.03, -3.35)  0.0455
H (-3.38, -0.95, -2.28)  -0.0012
H (-3.43, -1.29, -4.01)  0.0227
H (-3.30, 2.80, -3.45)  0.0439
H (-1.59, 3.11, -3.73)  0.0332
H (-2.14, 2.65, -2.12)  -0.0042
H (-2.86, 0.91, -5.90)  0.0481
H (-1.68, -0.39, -5.90)  0.0259
H (-1.15, 1.30, -5.97)  0.0040
H (1.78, -3.80, -1.56)  0.0236
H (2.28, -3.19, -3.14)  0.0148
H (1.20, -4.57, -3.04)  0.0420
H (-0.87, -2.92, -0.35)  0.0183
H (-1.50, -4.19, -1.40)  0.0431
H (-2.26, -2.61, -1.38)  0.0129
H (-0.17, -2.35, -5.17)  0.0300
H (-1.81, -2.52, -4.54)  0.0048
H (-0.75, -3.92, -4.63)  0.0412
H (4.11, -0.31, -2.99)  0.0123
H (4.11, -0.03, -4.72)  0.0427
H (3.15, -1.34, -4.05)  0.0162
H (2.83, 2.50, -2.09)  -0.0157
H (1.73, 3.27, -3.24)  0.0377
H (3.40, 2.93, -3.71)  0.0463
H (0.95, 0.21, -5.98)  0.0267
H (2.32, 1.29, -6.19)  0.0438
H (0.78, 1.94, -5.68)  0.0228

Its LUMO energy is -2.853 eV. The HOMO energy comes out at -9.22 eV. Its multiplicity is 1. The total charge is +1. The total energy is -90867.9769 eV.

Number 1: HOMO-LUMO gap 7.506 eV. Number 2: HOMO-LUMO gap 6.372 eV.